<A>
DFT (ωB97M-V/def2-TZVPD) results for the ion C5H11N3 with charge +2.

Geometry (Å):
C -2.20 0.17 -0.17
C -0.03 -0.86 -0.15
C 1.06 -1.73 -0.10
C 0.73 1.30 -1.06
C 0.51 0.92 1.29
N -1.30 1.07 -0.15
N -1.74 -1.06 -0.29
N -0.03 0.52 -0.02
H -3.32 0.47 -0.24
H 2.06 -1.54 -0.43
H 0.84 -2.67 -0.66
H 1.17 -2.03 0.98
H 0.24 1.01 -2.02
H 0.43 2.30 -0.79
H 1.83 1.24 -0.96
H -0.06 1.74 1.75
H 0.43 0.12 1.95
H 1.56 0.99 1.25
H -2.19 -1.98 -0.18

Values from the calculation:
Total charge ... +2
Structure (SMILES) ... CC1=[NH+]C=N[N+]1(C)C
HOMO level (spin up / spin down) ... -0.740 / -0.740 Ha

Löwdin atomic charge list, values in e, 5 entries: C -0.10; C 0.06; C 0.07; C 0.10; C 0.09


<B>
DFT (ωB97M-V/def2-TZVPD) results for the ion C5H11N3 with charge +2.

Geometry (Å):
C -0.30 1.83 0.29
C -1.70 -0.06 0.06
C 1.17 0.00 -0.38
C -2.82 -0.86 0.14
C 2.58 -0.45 0.04
N 0.89 1.33 0.03
N -1.50 1.16 0.11
N 0.44 -0.85 0.42
H -0.47 2.88 0.56
H 1.11 0.06 -1.54
H -2.65 -1.92 0.42
H -3.42 -0.90 -0.79
H -3.56 -0.41 0.99
H 3.29 -0.59 -0.86
H 2.41 -1.52 0.43
H 3.17 0.02 0.78
H 1.62 2.02 0.07
H -2.30 1.78 0.22
H 0.49 -1.76 0.02

Values from the calculation:
Total charge ... +2
HOMO level (spin up / spin down) ... -0.691 / -0.692 Ha

Löwdin atomic charge list, values in e, 5 entries: C 0.10; C 0.01; C -0.47; C 0.01; C 0.02


Winner for stability: <B>


<A>
DFT (ωB97M-V/def2-TZVPD) results for an isolated molecule of C21H27N3O5S.

Geometry (Å):
C 1.05 2.97 1.65
H 1.57 2.78 2.59
O 0.02 2.00 1.55
C -0.72 2.07 0.36
C -0.12 1.22 -0.77
N -0.24 -0.20 -0.50
C 0.66 -0.93 0.19
O 0.40 -2.06 0.59
C 2.06 -0.37 0.41
N 2.84 -0.37 -0.80
C 3.31 0.75 -1.39
O 3.05 1.87 -0.98
C 4.14 0.51 -2.58
C 4.76 1.41 -3.40
C 5.43 0.65 -4.38
C 5.16 -0.66 -4.08
O 4.38 -0.75 -3.00
H 5.46 -1.57 -4.55
H 6.02 1.01 -5.19
H 4.74 2.48 -3.30
H 3.07 -1.27 -1.20
H 2.53 -1.02 1.15
H 2.03 0.65 0.80
C -1.52 -0.85 -0.82
C -2.04 -0.42 -2.15
C -1.52 -0.76 -3.36
C -2.22 -0.17 -4.44
C -3.25 0.59 -4.02
S -3.42 0.62 -2.31
H -3.95 1.14 -4.62
H -1.96 -0.33 -5.47
H -0.66 -1.40 -3.48
H -1.30 -1.93 -0.85
C -2.53 -0.60 0.32
O -3.52 0.09 0.17
N -2.18 -1.21 1.45
H -1.33 -1.75 1.47
C -2.86 -1.00 2.71
C -2.94 -2.32 3.48
C -1.61 -2.37 4.23
H -0.80 -2.64 3.55
H -1.61 -3.10 5.05
C -1.44 -0.94 4.73
H -1.99 -0.80 5.66
H -0.39 -0.69 4.92
C -2.04 -0.06 3.62
H -2.67 0.72 4.04
H -1.26 0.43 3.03
H -3.76 -2.28 4.19
H -3.09 -3.17 2.82
H -3.84 -0.59 2.47
H 0.92 1.49 -0.92
H -0.67 1.43 -1.69
H -0.80 3.11 0.01
H -1.73 1.72 0.60
H 1.76 2.90 0.82
H 0.63 3.98 1.66

Values from the calculation:
Structure (SMILES) ... COCCN(C(=O)CNC(=O)c1ccco1)[C@@H](C(=O)NC1CCCC1)c1cccs1
HOMO level ... -0.318 Ha

Löwdin atomic charge list, values in e, 5 entries: C -0.10; H 0.09; O -0.20; C -0.17; C -0.08


<B>
DFT (ωB97M-V/def2-TZVPD) results for an isolated molecule of C21H27N3O5S.

Geometry (Å):
C -4.10 0.48 6.11
H -4.47 1.43 5.71
O -3.85 -0.44 5.07
C -3.04 0.06 4.03
C -1.56 0.21 4.42
H -1.43 1.03 5.13
H -1.19 -0.72 4.86
O -0.78 0.45 3.27
C -0.73 1.72 2.82
O -1.28 2.63 3.42
C 0.03 1.82 1.58
C 0.16 2.97 0.87
N 0.89 2.96 -0.29
C 1.74 1.94 -0.64
C 1.68 0.76 0.02
C 2.56 -0.30 -0.15
N 3.27 -1.20 -0.24
C 0.54 0.51 1.00
C -0.60 -0.17 0.30
C -1.15 -1.41 0.47
C -2.23 -1.49 -0.45
C -2.25 -0.29 -1.10
O -1.27 0.51 -0.65
H -2.88 0.09 -1.87
H -2.89 -2.32 -0.59
H -0.83 -2.16 1.16
H 0.88 -0.15 1.79
S 2.88 2.46 -1.88
C 3.43 0.94 -2.69
C 2.23 0.07 -3.11
O 1.15 0.56 -3.36
N 2.55 -1.22 -3.22
H 3.43 -1.53 -2.83
C 1.61 -2.30 -3.57
C 1.07 -2.04 -4.97
H 0.38 -2.83 -5.25
H 0.55 -1.09 -5.00
H 1.88 -2.01 -5.70
C 2.40 -3.60 -3.53
H 3.23 -3.58 -4.23
H 2.80 -3.77 -2.53
H 1.75 -4.44 -3.79
C 0.47 -2.33 -2.55
H 0.87 -2.46 -1.54
H -0.07 -1.39 -2.58
H -0.21 -3.14 -2.77
H 3.95 1.28 -3.58
H 4.13 0.41 -2.04
H 0.96 3.82 -0.82
C -0.40 4.30 1.23
H -1.01 4.67 0.41
H -1.00 4.24 2.13
H 0.41 5.02 1.39
H -3.12 -0.67 3.22
H -3.42 1.03 3.68
H -3.21 0.66 6.72
H -4.87 0.02 6.73

Values from the calculation:
Structure (SMILES) ... COCCOC(=O)C1=C(C)NC(SCC(=O)NC(C)(C)C)=C(C#N)[C@@H]1c1ccco1
HOMO level ... -0.307 Ha

Löwdin atomic charge list, values in e, 5 entries: C -0.11; H 0.09; O -0.18; C -0.20; C -0.13


Winner for stability: <A>